1.
The following is a DFT calculation (the ωB97M-V functional and the def2-TZVPD basis) of C5H8N2O in the gas phase at a distorted geometry.

CARTESIAN COORDINATES (ANGSTROEM)
C 0.554 1.231 -1.233
C -0.474 0.230 0.764
C 0.570 -0.502 -0.084
C -1.838 0.971 0.465
C 1.233 -1.639 0.513
N 0.526 -0.139 -1.474
N 0.724 0.928 0.311
O 0.514 2.178 -1.922
H -0.527 -0.202 1.767
H -1.902 1.177 -0.590
H -1.783 1.969 1.072
H -2.610 0.253 0.752
H 2.263 -1.824 0.121
H 0.559 -2.497 0.274
H 1.344 -1.455 1.564
H 0.848 -0.681 -2.301

The LUMO energy is 0.821 eV. Its HOMO energy is -8.732 eV. The total energy comes out at -10340.0638 eV. As for the SMILES: C[C@@H]1N2C(=O)N[C@]12C. The HOMO-LUMO gap is 9.55 eV.



2.
The following is a DFT calculation (the ωB97M-V functional and the def2-TZVPD basis) of a molecular structure, C6H4N5O5Tl at a distorted geometry.

CARTESIAN COORDINATES (ANGSTROEM)
O -0.159 3.201 -3.070
C 0.018 2.334 -2.345
Tl 0.497 -0.454 -0.347
O -0.250 1.878 2.738
C -0.144 1.193 1.831
C -0.233 -2.407 -1.791
O -0.719 -3.465 -1.647
C 3.052 0.180 -0.438
O 4.186 0.355 -0.414
C -2.173 -0.791 0.478
O -3.242 -0.916 0.865
H 0.003 -1.709 -2.693
N -1.730 -2.139 4.455
N -0.647 -1.977 3.630
N 0.291 -2.931 3.524
C 0.906 -2.561 2.401
N 0.274 -1.535 1.786
N -0.759 -1.177 2.541
H -2.188 -1.257 4.648
H -1.460 -2.676 5.264
H 1.779 -3.064 2.015

The LUMO energy (spin up / spin down) is -10.721 / -10.712 eV. Its HOMO energy (spin up / spin down) is -16.758 / -16.758 eV. Its net charge is +2. The total energy comes out at -28644.3738 eV. The HOMO-LUMO gap (spin up / spin down) is 6.04 / 6.05 eV.



3.
The following is a DFT calculation (the ωB97M-V functional and the def2-TZVPD basis) of C6H4O in the gas phase.

CARTESIAN COORDINATES (ANGSTROEM)
C -2.442 0.107 -0.669
C -1.011 0.229 -0.890
C 0.169 0.342 -0.637
C 1.013 0.295 0.549
O 0.519 0.611 1.615
C 2.373 -0.203 0.514
C 3.491 -0.625 0.664
H -2.960 1.055 -0.825
H -2.489 -0.122 0.404
H -2.927 -0.696 -1.224
H 4.479 -0.993 0.826

The LUMO energy is -0.175 eV. Its HOMO energy is -9.967 eV. The total energy comes out at -8329.4266 eV. As for the SMILES: C#CC(=O)C#CC. The HOMO-LUMO gap is 9.79 eV.



4.
The following is a DFT calculation (the ωB97M-V functional and the def2-TZVPD basis) of 2 unconnected molecules or ions with the total composition C4H8O2.

CARTESIAN COORDINATES (ANGSTROEM)
C 1.977 0.458 0.204
C 0.928 -0.316 0.457
O -1.177 0.121 1.627
C -1.617 -0.733 0.563
C -0.476 0.174 0.400
O -0.595 1.347 -0.316
H 1.843 1.494 -0.093
H 2.991 0.082 0.294
H 0.617 -0.311 -2.269
H 1.048 -1.353 0.763
H -2.576 -0.456 0.126
H -1.474 -1.801 0.732
H 0.037 -0.611 -2.624
H -1.465 1.719 -0.118

The LUMO energy is 0.946 eV. Its HOMO energy is -9.848 eV. The total energy comes out at -8369.8853 eV. As for the SMILES: C=C[C@@]1(O)CO1.[H][H]. The HOMO-LUMO gap is 10.79 eV.



5.
The following is a DFT calculation (the ωB97M-V functional and the def2-TZVPD basis) of a molecular structure, C10H26N4O4S2 at a distorted geometry.

CARTESIAN COORDINATES (ANGSTROEM)
N -2.042 0.901 5.046
C -3.288 0.159 4.967
C -3.608 -0.314 3.576
S -4.376 0.936 2.534
O -5.423 0.241 1.862
O -4.868 1.942 3.407
N -3.400 1.434 1.352
S -2.167 2.340 1.724
N -1.722 2.933 0.219
O -2.423 3.490 2.505
O -1.030 1.584 2.234
H -1.251 0.327 4.796
H -1.912 1.345 5.942
H -3.232 -0.721 5.613
H -4.083 0.782 5.350
H -2.776 -0.811 3.096
H -4.380 -1.058 3.702
H -0.946 3.558 0.402
H -1.417 2.169 -0.372
C 2.312 -1.285 -4.926
C 1.761 -2.265 -3.890
C 1.208 -1.669 -2.605
N 2.199 -0.986 -1.690
C 3.515 -1.677 -1.666
C 2.366 0.479 -2.064
C 1.311 1.204 -1.258
C 1.385 0.504 0.092
C 1.626 -0.957 -0.256
H 3.199 -0.756 -4.577
H 2.599 -1.825 -5.827
H 1.560 -0.547 -5.209
H 2.510 -3.026 -3.665
H 0.932 -2.806 -4.348
H 0.773 -2.480 -2.024
H 0.419 -0.947 -2.812
H 3.994 -1.576 -2.635
H 3.354 -2.724 -1.425
H 4.130 -1.206 -0.904
H 3.367 0.782 -1.762
H 2.252 0.596 -3.137
H 0.324 1.075 -1.709
H 1.506 2.271 -1.186
H 0.479 0.648 0.682
H 2.218 0.895 0.678
H 0.704 -1.530 -0.241
H 2.342 -1.427 0.411

The LUMO energy is -0.749 eV. Its HOMO energy is -7.421 eV. The total energy comes out at -46609.3694 eV. The HOMO-LUMO gap is 6.67 eV.



6.
The following is a DFT calculation (the ωB97M-V functional and the def2-TZVPD basis) of 2 unconnected molecules or ions with the total composition C19H14Br3Cl2N2O3PS at a distorted geometry.

CARTESIAN COORDINATES (ANGSTROEM)
C -4.027 -0.364 -2.758
C -3.619 -1.891 -3.138
Br -5.179 -2.819 -3.974
C -3.004 -2.704 -1.875
Br -4.481 -3.192 -0.620
C -1.905 -1.745 -1.192
C -2.253 -0.815 -0.008
C -1.173 0.118 0.667
P -1.783 1.161 2.131
O -1.985 0.164 3.520
Br -3.923 1.746 1.558
C 0.313 0.132 0.143
C 0.672 -0.815 -1.068
C -0.420 -1.743 -1.724
N -0.143 -2.686 -2.831
C -0.081 -2.045 -3.978
S 0.637 -1.409 -5.347
C 2.182 -0.868 -1.632
O 2.573 -1.683 -2.509
C 3.309 0.122 -1.046
C 4.755 0.203 -1.648
C 5.823 1.157 -1.004
C 5.461 2.023 0.231
N 6.382 2.930 0.938
C 3.997 1.934 0.757
C 2.902 1.010 0.156
C 1.429 1.032 0.815
O 1.296 1.752 1.834
H -4.408 -0.282 -1.673
H -3.063 0.264 -2.878
H -4.790 0.080 -3.493
H -2.803 -1.786 -3.949
H -2.551 -3.707 -2.220
H -3.311 -0.830 0.409
H -1.610 -0.738 3.378
H 5.071 -0.417 -2.558
H 6.900 1.240 -1.404
H 5.904 3.229 1.813
H 6.448 3.817 0.394
H 3.704 2.562 1.664
C -2.530 1.159 6.734
Cl -3.099 2.683 7.426
Cl -3.553 -0.192 7.237
H -2.550 1.234 5.648
H -1.511 0.976 7.072

The LUMO energy is -2.078 eV. Its HOMO energy is -9.118 eV. The total energy comes out at -284340.0592 eV. As for the SMILES: C[C@H](Br)[C@H](Br)c1cc(P(O)Br)c2c(c1N=C=S)C(=O)c1ccc(N)cc1C2=O.ClCCl. The HOMO-LUMO gap is 7.04 eV.